Molecular formula: C36H56N7PSSi2Sn
Method: DFT, wB97M-V/def2-TZVPD

```
104
Properties=species:S:1:pos:R:3:forces:R:3
Sn -0.30986 0.11786 0.00562 0.07 -0.03 -0.62
C -2.24743 -5.33849 -0.67764 0.01 0.03 0.02
C -1.82252 -4.90174 -1.92615 0.03 0.04 -0.03
C -1.09805 -3.72880 -2.07418 -0.02 0.02 0.03
C -0.77337 -2.93300 -0.96273 -0.09 0.06 -0.11
C -1.20243 -3.39156 0.29076 -0.02 0.01 -0.08
C -1.92877 -4.56564 0.42966 0.04 0.07 0.00
N -0.02719 -1.74971 -1.04898 0.19 -0.09 0.00
N 0.61477 -1.55090 -2.30288 -0.13 0.12 0.21
C 0.52014 0.78929 -2.85951 0.03 -0.12 -0.06
C 0.08546 1.83469 -3.70396 -0.08 -0.16 -0.02
C 0.61475 3.08178 -3.51854 0.05 0.03 0.03
C 1.56435 3.29569 -2.50569 -0.03 0.02 -0.06
C 1.88419 2.23385 -1.70278 0.04 -0.18 0.11
N 1.36505 0.99759 -1.85506 -0.08 0.17 -0.03
H -2.81014 -6.25703 -0.56912 0.02 0.02 -0.02
H -2.06558 -5.48280 -2.81011 0.02 0.04 0.03
H -0.79558 -3.40332 -3.05844 0.02 -0.06 0.02
H -0.94148 -2.82218 1.16937 0.06 -0.02 0.07
H -2.23252 -4.88611 1.42082 0.01 0.04 -0.03
H -0.66031 1.62958 -4.46110 0.07 0.02 -0.01
H 0.30663 3.90158 -4.15557 -0.02 -0.02 0.00
H 2.01839 4.26463 -2.35042 -0.02 -0.02 0.01
H 2.58214 2.34221 -0.87682 -0.08 0.00 -0.04
C -2.15741 2.99441 0.17953 0.07 0.00 0.21
Si -3.08291 1.81330 -0.94235 0.07 0.20 -0.01
C -3.67640 2.81706 -2.41433 -0.11 0.03 -0.17
C -4.56142 1.13448 0.01252 -0.16 -0.08 0.01
N -1.96943 0.58098 -1.43273 0.20 -0.34 0.02
C -2.28372 -0.18687 -2.56041 -0.15 -0.12 0.01
C -3.61534 -0.46721 -2.94708 0.03 0.04 0.18
C -3.92520 -1.18773 -4.08782 0.10 0.00 0.03
C -2.91976 -1.68041 -4.91506 -0.02 0.01 0.05
C -1.60428 -1.43192 -4.56345 -0.03 0.01 -0.08
C -1.29587 -0.70567 -3.42351 0.13 0.27 0.13
N 0.08333 -0.51385 -3.07696 -0.16 -0.02 -0.10
Si 2.17741 -2.23455 -2.70290 -0.04 0.18 0.03
C 3.60857 -1.12066 -2.25146 0.17 0.08 0.04
C 2.31368 -3.84964 -1.79624 0.02 -0.21 0.10
C 2.18008 -2.46541 -4.55231 0.00 -0.04 -0.18
H -2.67149 3.96224 0.22382 0.01 -0.11 -0.03
H -1.13786 3.16352 -0.18509 -0.09 0.07 0.01
H -2.08714 2.60189 1.19838 0.07 0.10 -0.13
H -4.69114 3.19916 -2.25035 0.13 0.00 -0.01
H -3.69360 2.21887 -3.33010 -0.02 0.07 0.06
H -3.01589 3.67440 -2.58380 -0.04 -0.09 0.02
H -4.75682 1.70336 0.92945 0.03 -0.04 -0.10
H -4.36809 0.09447 0.29499 -0.04 0.09 0.03
H -5.47775 1.15334 -0.58807 0.07 -0.01 0.07
H -4.42779 -0.12787 -2.30951 0.10 -0.04 -0.07
H -4.96541 -1.37818 -4.32548 0.02 0.01 0.01
H -3.15763 -2.25127 -5.80523 0.02 0.05 0.07
H -0.78505 -1.80064 -5.17316 -0.03 0.03 0.05
H 3.47453 -0.74096 -1.23418 0.04 -0.03 -0.04
H 3.65273 -0.25807 -2.92434 0.01 -0.05 0.08
H 4.56766 -1.65139 -2.31352 -0.13 0.05 0.01
H 1.91531 -3.75329 -0.78262 0.04 -0.01 -0.04
H 3.35844 -4.17531 -1.72917 -0.11 0.04 -0.03
H 1.73906 -4.63280 -2.29958 0.04 0.06 0.07
H 1.90617 -1.52905 -5.04954 0.03 -0.09 0.01
H 1.47028 -3.24142 -4.85777 0.05 0.09 0.01
H 3.17550 -2.75503 -4.90716 -0.09 0.02 0.03
C 5.06610 -2.41749 1.17972 0.04 0.00 0.06
C 4.85309 -1.08815 1.91720 -0.01 0.03 -0.28
C 5.63666 0.02086 1.21003 -0.01 -0.05 0.00
P 3.02537 -0.69743 2.07955 0.13 -0.14 0.19
C 2.61524 -2.15827 3.19666 -0.17 -0.01 -0.06
C 1.62883 -1.94639 4.34671 0.01 -0.04 -0.01
C 2.04028 -3.23883 2.26906 0.03 0.03 0.00
C 3.16994 0.87801 3.08603 -0.20 0.06 -0.07
C 2.01925 1.13862 4.06306 0.01 0.03 -0.06
C 3.15769 2.02789 2.06192 0.02 0.01 0.04
H 6.11244 -2.51042 0.87493 -0.03 -0.01 0.04
H 4.45284 -2.47435 0.27672 0.04 0.01 0.00
H 4.83005 -3.27884 1.80787 -0.03 0.06 -0.07
H 5.23793 -1.18986 2.93592 0.06 0.02 0.07
H 5.21290 0.23625 0.22419 0.03 0.00 0.04
H 6.67098 -0.29961 1.06007 -0.02 0.00 0.01
H 5.66262 0.94477 1.78815 -0.01 -0.02 -0.03
H 3.55686 -2.51810 3.62023 0.03 -0.01 0.03
H 0.74313 -1.39030 4.02450 0.05 -0.05 0.02
H 2.08370 -1.43423 5.19368 -0.05 0.03 -0.03
H 1.28783 -2.92450 4.70252 0.01 0.06 -0.02
H 1.04181 -2.95045 1.93396 0.04 -0.02 0.01
H 1.96535 -4.19678 2.79227 -0.02 0.04 0.00
H 2.64319 -3.38842 1.37532 -0.02 -0.03 0.00
H 4.11773 0.87296 3.63048 0.05 0.02 0.02
H 1.06433 0.86951 3.60244 0.06 0.05 0.04
H 1.97825 2.20843 4.30080 0.01 -0.06 -0.02
H 2.11885 0.59766 4.99990 0.01 -0.02 -0.01
H 2.14452 2.14276 1.66257 0.05 -0.02 0.01
H 3.82732 1.86271 1.21784 -0.05 0.01 0.04
H 3.44580 2.96776 2.54438 -0.03 -0.03 -0.02
S -2.03233 -0.83742 2.24622 -0.30 0.26 0.50
C -1.94443 0.42786 3.35002 0.04 -0.32 -0.12
N -2.56501 0.25116 4.57263 0.02 -0.14 -0.28
C -2.61759 1.19817 5.51968 -0.07 0.05 0.26
C -2.01164 2.39053 5.29907 -0.01 0.24 0.20
C -1.34645 2.53030 4.06779 0.06 0.09 -0.08
N -1.30243 1.60638 3.14734 -0.12 -0.25 -0.15
H -3.01466 -0.64522 4.70360 -0.01 0.01 0.00
H -3.15181 0.95070 6.42765 0.02 0.00 -0.05
H -2.03951 3.18201 6.03256 0.02 -0.04 -0.04
H -0.82580 3.45491 3.82635 -0.02 -0.05 0.07
```
Positions in Å, forces in eV/Å.

Summary:
* ΔE to the lowest compared entry with this formula, charge and spin: 0.127 eV

Löwdin population analysis, charges in e, atoms 1 to 8:
1. Sn 1.10
2. C -0.12
3. C -0.09
4. C -0.04
5. C -0.30
6. C -0.10
7. C -0.10
8. N -0.18

=====

Molecular formula: C36H57Br3IN2O8P
Method: DFT, wB97M-V/def2-TZVPD

```
108
Properties=species:S:1:pos:R:3:forces:R:3
C 1.00548 2.61492 -0.38546 0.78 -1.22 0.36
C 1.52635 1.57926 -1.46550 -0.11 2.03 0.71
O 2.13344 2.03928 -2.40051 -0.48 -1.29 0.10
O 1.28222 0.23705 -1.21962 -0.43 1.47 -0.94
C 0.93584 -0.49744 -2.40806 -0.37 -2.19 -1.18
C -0.62052 -0.58184 -2.66763 0.25 0.08 -0.04
C -1.31897 -1.62642 -1.68920 0.41 1.03 0.74
C -1.87396 -0.80446 -0.46502 -0.36 0.07 1.01
C -1.00745 -0.81098 0.77320 -2.99 1.91 0.28
C -1.45212 -0.03589 1.90182 -0.01 -0.49 -1.52
C -2.71722 0.78985 1.91272 2.15 -2.00 -1.14
N -2.97328 1.51025 3.07386 -3.17 0.60 -2.88
C -4.14289 2.16732 2.91354 0.18 0.01 0.26
I -4.75705 3.41155 4.59046 0.58 -0.66 -0.86
C -5.05062 2.13715 1.72554 0.53 -0.19 -0.45
C -6.41302 2.92090 1.69454 0.07 -0.95 -0.87
Br -7.62955 1.88521 2.91364 0.70 0.35 -0.12
C -7.08990 2.82859 0.24284 1.25 -0.11 1.00
C -6.28103 3.62537 -0.84948 -1.10 -0.36 -0.74
Br -8.96100 3.51022 0.43814 0.84 -0.15 -0.51
N -4.74206 1.43052 0.61381 1.14 0.66 2.76
C -3.54007 0.74449 0.69916 0.30 -0.39 -0.49
C -3.11943 -0.04952 -0.51359 2.81 -0.84 0.89
P -4.25073 0.03363 -2.00917 -1.62 0.01 0.66
O -4.23680 -1.43520 -2.86894 0.63 0.91 0.95
Br -3.37650 1.66598 -3.37429 0.13 -0.93 0.36
H 1.91990 3.18100 -0.03886 -1.02 -0.61 -0.32
H 0.56462 2.04512 0.47217 0.17 0.78 -0.67
H 0.30286 3.36501 -0.82952 0.54 -0.96 0.24
H 1.45496 -0.16453 -3.34144 -0.28 0.22 1.09
H 1.27914 -1.56168 -2.22955 -0.14 1.22 -0.10
H -0.83269 -0.90904 -3.72485 0.62 0.42 0.94
H -1.02341 0.46499 -2.55809 0.16 -1.17 -0.05
H -2.09041 -2.27173 -2.17632 0.50 0.90 0.33
H -0.49738 -2.32367 -1.34516 -1.02 0.71 -0.11
H -0.06189 -1.39530 0.76780 -0.90 0.60 0.14
H -0.81526 -0.03247 2.81895 -0.77 0.14 -0.80
H -6.32230 3.97420 2.05954 -0.17 -1.03 -0.19
H -7.12211 1.72718 0.01433 -0.34 1.30 0.01
H -7.04559 4.14727 -1.49720 0.99 -0.34 0.71
H -5.76861 2.89265 -1.53861 -0.25 0.82 0.98
H -5.56735 4.38120 -0.43682 -0.60 -0.74 -0.25
H -5.06859 -1.87427 -2.59658 0.48 0.38 -0.30
C 6.03337 1.37454 0.69805 0.35 -0.07 0.00
C 4.84544 0.97090 -0.15093 -0.26 0.16 -0.16
C 4.28213 -0.19999 0.63241 -0.01 -0.30 0.10
O 4.57792 0.04370 2.01588 0.17 0.21 -0.25
C 5.51446 1.12908 2.10372 -0.22 0.04 0.18
H 6.35840 2.40304 0.53838 -0.02 -0.04 0.03
H 6.87934 0.71222 0.49103 -0.01 0.06 0.02
H 4.11666 1.78629 -0.18043 0.03 -0.04 -0.06
H 5.10653 0.71067 -1.17685 -0.05 0.01 0.04
H 4.76637 -1.14002 0.34599 -0.03 0.00 -0.09
H 3.20409 -0.31054 0.50282 0.04 -0.02 0.10
H 4.97814 2.00416 2.48780 0.09 0.05 0.02
H 6.30984 0.87260 2.80583 -0.09 -0.07 0.02
C 5.19226 -0.53878 5.17929 -0.25 0.06 -0.14
C 6.30251 0.33186 5.73672 0.32 -0.06 0.00
C 5.82051 0.58541 7.15389 -0.19 0.10 0.18
O 5.06201 -0.56463 7.54526 0.09 0.08 -0.23
C 4.81344 -1.37456 6.38825 0.12 -0.19 0.16
H 5.49409 -1.14107 4.32266 -0.08 0.04 0.02
H 4.34713 0.08594 4.87683 0.04 -0.08 -0.06
H 7.24115 -0.23048 5.75593 -0.01 0.06 0.01
H 6.46738 1.25026 5.17210 -0.02 -0.01 0.06
H 5.15709 1.45634 7.19856 0.08 0.08 -0.04
H 6.64336 0.73839 7.85569 -0.08 -0.06 0.06
H 5.44039 -2.26981 6.46416 -0.05 -0.04 -0.07
H 3.76662 -1.68345 6.37453 0.03 0.03 0.11
C 5.84703 4.12437 9.87797 0.14 0.10 0.30
C 4.41417 3.95804 9.41124 -0.18 -0.28 -0.13
C 4.18876 5.23599 8.62386 -0.02 0.29 0.01
O 5.45848 5.61170 8.07498 -0.03 -0.20 0.20
C 6.48407 4.82086 8.68883 0.06 -0.02 -0.28
H 6.33809 3.18508 10.13458 -0.01 0.04 -0.04
H 5.87846 4.77738 10.75530 0.03 -0.04 -0.03
H 4.33882 3.09210 8.74711 -0.04 0.03 0.05
H 3.69946 3.82721 10.22421 0.02 0.02 -0.04
H 3.84936 6.04930 9.27428 -0.09 -0.04 0.01
H 3.46358 5.11035 7.81749 0.09 0.07 -0.03
H 6.83835 4.09581 7.94742 0.08 -0.04 0.06
H 7.31985 5.46202 8.97503 -0.06 0.05 -0.09
C -3.14518 -1.88107 -6.56833 -0.20 0.36 0.08
C -2.36694 -2.17536 -7.83478 0.04 -0.34 -0.22
C -0.93031 -2.06157 -7.35291 0.18 0.21 0.06
O -0.92512 -2.45212 -5.97094 -0.21 0.08 -0.13
C -2.27972 -2.52850 -5.50686 0.12 -0.27 0.11
H -4.16505 -2.26743 -6.58075 0.05 -0.01 0.00
H -3.19052 -0.80006 -6.40281 -0.05 -0.05 0.04
H -2.57145 -3.19757 -8.16555 -0.02 0.08 -0.05
H -2.59433 -1.49899 -8.65917 0.03 -0.02 0.04
H -0.57207 -1.02803 -7.41057 0.01 -0.01 -0.09
H -0.24612 -2.69839 -7.91699 0.03 -0.01 0.12
H -2.53180 -3.58795 -5.38190 -0.08 0.01 0.07
H -2.36671 -2.03231 -4.53959 0.03 -0.07 -0.04
C -5.21767 -7.25091 -8.72404 0.16 -0.23 -0.21
C -4.98533 -6.91910 -7.26280 -0.22 0.01 0.27
C -4.10481 -5.68615 -7.35737 0.26 0.12 -0.08
O -4.47088 -5.00753 -8.56598 -0.07 -0.27 0.10
C -5.30678 -5.87031 -9.34867 -0.17 0.24 -0.05
H -6.10695 -7.85633 -8.90150 0.03 0.05 0.00
H -4.35281 -7.78779 -9.12493 -0.06 0.01 -0.01
H -5.93576 -6.66409 -6.78459 0.05 -0.02 0.01
H -4.52509 -7.72853 -6.69544 0.01 0.05 -0.02
H -3.04617 -5.95808 -7.43162 0.01 -0.03 0.11
H -4.23211 -5.01317 -6.50660 0.01 0.06 -0.09
H -6.32899 -5.47946 -9.30319 -0.02 -0.07 -0.07
H -4.97549 -5.85722 -10.38851 0.04 0.10 0.05
```
Positions in Å, forces in eV/Å.

Summary:
* SMILES: CC(=O)OCCCc1ccc2nc(I)c([C@H](Br)[C@H](C)Br)nc2c1P(O)Br.C1CCOC1.C1CCOC1.C1CCOC1.C1CCOC1.C1CCOC1

Löwdin population analysis, charges in e, atoms 1 to 8:
1. C 0.02
2. C -0.49
3. O 0.09
4. O -0.05
5. C -0.17
6. C -0.15
7. C -0.14
8. C -0.17

=====

| no. | E_HOMO (eV) |
| --- | --- |
| 1 | -6.49 |
| 2 | -8.86 |